# 1
ORCA calculation (wB97M-V/def2-TZVPD) on a 2-piece molecular cluster, C6H14NO overall at a distorted geometry.

* HOMO-LUMO gap: 5.2 eV
* LUMO level: -8.7 eV
* electronic energy: -366.46840 a.u.
* net charge: +1

```
22
C6H14NO, DFT wB97M-V/def2-TZVPD
O 1.0517 1.2648 0.0135
N -0.3891 2.4409 -1.8634
C 0.0034 -1.2460 -0.5782
C -1.1689 0.8061 0.4098
C -1.2981 -0.3542 -0.5716
C 0.0151 1.4626 0.7380
C 0.8987 -1.6609 1.7012
C 1.2704 -1.2455 0.2607
H 0.1432 2.4684 -0.9237
H 0.3640 2.1250 -2.5204
H 1.3890 -0.9906 2.4759
H -1.1664 2.3702 -1.2349
H -1.4803 -0.0113 -1.5903
H 1.0987 -2.6966 1.9697
H -0.4718 -2.2317 -0.7040
H 1.8745 -0.2941 0.3778
H -2.1219 -0.9810 -0.2059
H -2.1256 1.1650 0.7309
H -0.1632 -1.4014 1.7428
H 0.3999 -1.0037 -1.5611
H 1.7543 -2.0877 -0.2702
H 0.1226 2.1017 1.6032
```

***

# 2
ORCA calculation (wB97M-V/def2-TZVPD) on C30H30F6N3O3 as an isolated structure at a distorted geometry.

* HOMO-LUMO gap: 7.9 eV
* LUMO level: -3.1 eV
* electronic energy: -2150.16962 a.u.
* net charge: +1

```
72
C30H30F6N3O3, DFT wB97M-V/def2-TZVPD
F -6.3235 -2.1464 -4.3636
F -2.6005 1.4419 -8.0991
F -5.2782 -2.0313 -2.4298
F -2.0706 -0.6954 -8.0084
F -4.1545 -0.0899 -8.4003
F -4.4701 -3.2979 -4.0377
O 3.3681 0.0666 7.1078
O -2.1996 0.6826 -1.1817
O -1.6643 -3.8720 -0.7061
N 1.2794 1.5231 1.3383
N -1.2660 2.7572 -1.2112
N -2.3622 1.9966 -3.1062
C 5.2413 0.4354 5.6077
C 0.6100 -2.4974 1.8488
C -0.3131 -3.3754 1.2796
C 2.3286 2.5077 1.7949
C 4.0062 -0.0040 4.8694
C 1.7724 3.0748 -0.4731
C 2.9300 3.0732 0.5162
C -2.5502 -4.7144 0.0636
C 0.7662 2.0152 -0.0084
C -1.9712 1.7291 -1.7902
C 3.6914 -0.1326 3.5164
C -3.0368 0.2227 -7.6702
C -2.8240 1.1925 -5.3466
C 2.3434 -0.3443 3.1119
C 1.4004 -0.6570 4.1209
C 1.6871 -0.5619 5.4615
C -4.2709 -0.9424 -4.3090
C -0.6415 2.6292 0.1052
C 4.7725 0.4930 7.0672
C 0.0823 -2.3045 -0.8796
C -5.0834 -2.0966 -3.7781
C -3.3168 0.1954 -6.1852
C -2.9854 1.0764 -3.9517
C 0.9721 -1.4364 -0.2720
C 1.8972 -0.2090 1.6800
C -0.6436 -3.2268 -0.0903
C -3.7512 0.0143 -3.4404
C 2.9873 -0.2022 5.8301
C 1.1245 -1.3709 1.1330
C -4.0519 -0.8777 -5.6857
H 6.0748 -0.2691 5.4997
H -3.2817 -5.0636 -0.6646
H 0.3968 -0.9765 3.8292
H -1.9296 2.8113 -3.5395
H -3.0497 -4.1437 0.8580
H 2.0944 2.8745 -1.4961
H 3.3386 4.0714 0.7026
H 4.8245 1.5084 7.4801
H -0.7853 -4.1704 1.8693
H 1.7503 3.2716 2.3457
H 0.7225 1.1658 -0.7100
H -0.1049 -2.2623 -1.9472
H -2.0102 -5.5665 0.4954
H -0.5656 3.6444 0.5363
H -2.2781 2.0373 -5.7675
H 0.9462 -0.7342 6.2447
H 2.7166 0.0439 0.9983
H -3.9095 -0.0867 -2.3732
H 5.3427 -0.1779 7.7187
H 0.5091 1.4705 2.0310
H 1.5747 -0.7773 -0.8999
H 4.4934 -0.0340 2.7731
H 3.7489 2.4415 0.1564
H 3.0733 2.0862 2.4778
H 0.9012 -2.7146 2.8810
H -1.1678 3.6273 -1.7219
H 1.3011 4.0715 -0.4784
H -4.4516 -1.6381 -6.3535
H 5.5870 1.4184 5.2710
H -1.2932 2.0302 0.7555
```

***

# 3
ORCA calculation (wB97M-V/def2-TZVPD) on a 2-piece molecular cluster, C5H12NO overall at a distorted geometry.

* HOMO-LUMO gap: 8.9 eV
* LUMO level: -5.0 eV
* electronic energy: -327.41612 a.u.
* net charge: +1

```
19
C5H12NO, DFT wB97M-V/def2-TZVPD
O 1.9275 -0.7684 -3.4159
N 1.3558 -0.0368 -0.8401
C -2.5176 0.8087 2.0455
C 2.3814 0.1772 -0.0962
C -1.7309 -0.3081 1.3360
C -0.4241 0.2136 0.8793
C 0.0342 -0.1969 -0.3137
H -2.6216 1.6216 1.3188
H 1.3734 -0.6362 -4.2173
H -1.5624 -1.1459 2.0317
H -0.4646 -0.9423 -0.9234
H -2.0394 1.2089 2.9364
H 2.2012 0.3143 0.9600
H -3.5172 0.4485 2.2791
H 0.0940 1.0036 1.4049
H -2.2681 -0.8176 0.5345
H 3.3782 0.0240 -0.4778
H 2.8528 -0.5501 -3.6440
H 1.5474 -0.4180 -1.7978
```

***

# 4
ORCA calculation (wB97M-V/def2-TZVPD) on a 4-piece molecular cluster, C31H79BrN9O6P3 overall at a distorted geometry.

* SMILES: CN(C)P(=O)(N(C)C)N(C)C.CN(C)P(=O)(N(C)C)N(C)C.CN(C)P(=O)(N(C)C)N(C)C.COCCCCCCCCCCCOC(=O)Br
* HOMO-LUMO gap: 6.5 eV
* LUMO level: -1.2 eV
* electronic energy: -5770.34454 a.u.
* net charge: 0

```
129
C31H79BrN9O6P3, DFT wB97M-V/def2-TZVPD
Br 1.2302 1.4709 -0.5696
P -2.7895 4.4398 6.2880
P -2.4945 -1.4395 -4.9971
P 6.0424 -0.9134 -2.7198
O -1.4398 1.9435 0.1250
O -1.8829 3.2213 6.5563
O 5.2553 -1.4898 -1.5253
O -2.8127 -3.8039 1.7644
O -0.3537 1.0601 1.9701
O -1.5942 -2.6589 -4.7134
N -3.4603 0.0201 -5.3793
N 6.4209 -2.4811 -3.3337
N -3.7633 5.8985 5.9232
N -3.7325 3.5864 5.1217
N -3.1481 -1.4424 -3.4253
N 4.6570 -0.1932 -3.3999
N 7.0326 -0.2190 -4.0412
N -3.4249 -2.2956 -6.1726
N -3.4235 4.4296 7.8686
C -4.6208 2.5010 5.5226
C -0.7585 -2.9973 0.6486
C 3.1844 -2.2375 1.3994
C 1.4483 -2.4940 -0.6653
C 2.5840 -2.2678 2.8860
C -2.9638 6.8617 5.1517
C -4.8075 0.0124 -5.9332
C 0.0116 -3.2501 -0.7381
C -5.1177 5.8896 5.3861
C 2.4750 -3.2409 0.3641
C -2.6641 -3.1660 3.0478
C 2.6383 0.4055 3.2586
C -2.3125 -0.7630 -2.4411
C -0.3819 1.5092 0.6229
C -2.5778 5.1073 8.8451
C 4.1263 -0.2790 -4.7397
C -2.9278 3.1285 3.9821
C -2.6074 -2.7596 -7.3009
C -4.3199 -3.3776 -5.7778
C 3.1205 -1.0368 3.8105
C 5.3838 -3.3341 -3.9041
C -2.6489 0.9786 -6.1439
C 7.3097 -0.8725 -5.3135
C 8.2962 0.3077 -3.5043
C 1.2368 0.9008 3.8699
C 4.3258 1.1034 -2.8214
C 7.2045 -3.2789 -2.3814
C 0.5597 1.8922 2.7665
C -4.5243 -1.4271 -2.9898
C -1.5473 -4.2687 1.2335
C -4.7943 4.4402 8.3205
H -4.6020 -1.7749 -1.9544
H 3.0701 0.0103 -4.7525
H -1.5188 4.9389 8.6281
H -5.4857 -0.6259 -5.3681
H -5.2391 5.4430 8.2917
H 7.9680 -2.6589 -1.8976
H -2.7541 6.1909 8.8360
H 1.3781 2.3842 2.1359
H -4.1549 1.8161 6.2368
H -5.1538 -2.1097 -3.5547
H -2.4951 -1.1366 -1.4289
H 4.2845 -2.5790 1.4907
H 3.2604 1.3314 -2.9272
H -2.8124 6.5186 4.1215
H 7.7561 -0.1516 -6.0060
H -4.9664 -0.4234 -3.0275
H 3.2005 -1.2052 0.9092
H -0.0108 2.6946 3.3633
H -5.5459 6.8949 5.4558
H -1.6446 -5.1355 0.4901
H -0.6032 -2.7035 -1.5511
H -5.5432 2.8977 5.9492
H 8.0019 -1.7159 -5.2176
H -1.2508 -0.9342 -2.6446
H -2.0483 -3.6650 -7.0525
H 2.5297 0.4195 2.1188
H -2.4863 0.3205 -2.4570
H -2.3639 2.2233 4.2208
H 4.9096 1.9067 -3.2892
H -4.9542 1.9170 4.6586
H -1.9790 6.9903 5.6134
H 0.0165 -2.6912 1.4312
H -2.4853 0.6315 -7.1711
H -2.2145 3.9042 3.6795
H 8.9751 -0.5034 -3.2158
H 1.9911 -4.1589 0.8381
H -2.6130 -3.9028 3.9195
H 4.1362 -1.2917 -5.1339
H 3.4368 1.1579 3.6040
H 1.3493 -1.4054 -0.3324
H -0.9487 -4.6984 2.1287
H -5.7873 5.2478 5.9574
H -3.1194 1.9658 -6.1754
H -5.2465 -2.9775 -5.3639
H -3.5972 -2.5012 3.1960
H 1.3381 1.4758 4.8533
H 0.0983 -4.3420 -1.0518
H -3.8639 -4.0604 -5.0554
H -1.6698 1.1066 -5.6702
H -1.8891 -1.9870 -7.5983
H 4.2614 -1.0694 3.8175
H 5.7335 -4.3649 -4.0222
H -1.4862 -2.1158 0.5512
H 6.4042 -1.2262 -5.8051
H -5.1577 5.5819 4.3358
H -4.8351 -0.2990 -6.9830
H 6.5753 -3.7129 -1.6005
H 1.8870 -2.5593 -1.7326
H -3.2339 -2.9636 -8.1741
H 1.4422 -2.2170 2.9429
H -1.7643 -2.4684 3.1379
H -3.5626 2.9263 3.1149
H 2.8809 -3.2771 3.3624
H 3.3184 -3.6441 -0.3182
H 8.1033 0.9191 -2.6163
H 2.6769 -1.2173 4.8628
H -5.4290 3.7583 7.7607
H -4.8590 4.0885 9.3555
H 5.1408 -3.0164 -4.9190
H 7.7314 -4.0875 -2.8960
H -4.6442 -3.9646 -6.6434
H -3.4368 7.8479 5.1296
H 4.5380 1.1173 -1.7479
H -5.2343 1.0188 -5.8724
H -2.7480 4.7289 9.8574
H 0.4712 0.0682 4.0442
H 4.6505 0.3806 -5.4429
H 8.8024 0.9508 -4.2303
H 4.4719 -3.3514 -3.3002
```

***

# 5
ORCA calculation (wB97M-V/def2-TZVPD) on a 2-piece molecular cluster, C4H9NO3 overall at a distorted geometry.

* SMILES: CC(C)=O.CON=O
* HOMO-LUMO gap: 9.7 eV
* LUMO level: 0.1 eV
* electronic energy: -438.17310 a.u.
* net charge: 0

```
17
C4H9NO3, DFT wB97M-V/def2-TZVPD
O -1.4117 0.3391 -0.0227
O 0.8596 -1.4430 0.6861
O -3.1360 0.9038 -1.2948
N -2.0264 1.1928 -0.9971
C 1.8673 -0.2293 -1.1558
C -2.1041 -0.8331 0.3873
C 1.3352 0.8769 1.1130
C 1.1587 -0.3529 0.2618
H -2.6141 -1.3060 -0.4579
H 1.6354 -1.1050 -1.7562
H 2.9305 -0.2434 -0.9218
H 0.6527 1.6400 0.7400
H -1.3367 -1.5064 0.7637
H 1.0606 0.6665 2.1444
H 1.6325 0.7026 -1.6648
H 2.3490 1.2601 1.0391
H -2.8521 -0.5627 1.1357
```

***

# 6
ORCA calculation (wB97M-V/def2-TZVPD) on a 3-piece molecular cluster, C4H5NO3 overall at a distorted geometry.

* HOMO-LUMO gap: 7.3 eV
* LUMO level: -0.7 eV
* electronic energy: -435.55883 a.u.
* net charge: 0

```
13
C4H5NO3, DFT wB97M-V/def2-TZVPD
O -0.2502 -1.9454 0.3672
O -2.4568 -0.1480 -0.5876
O 2.4355 -0.5123 -0.4506
N -1.0287 0.0589 0.0767
C 0.0884 -0.6710 -0.0521
C 0.8320 1.5026 0.0998
C -0.5242 1.3723 0.1584
C 1.1849 0.1417 -0.2906
H 2.2113 -1.2608 0.8264
H 0.0421 -2.6984 -0.6739
H -2.7282 -0.6976 0.1693
H 1.3510 2.5529 -0.1195
H -1.1572 2.3050 0.4767
```

***

# 7
ORCA calculation (wB97M-V/def2-TZVPD) on one molecule with the formula C9H4Cl4O2 at a distorted geometry.

* HOMO-LUMO gap (alpha / beta): 7.2 / 6.3 eV
* LUMO level (alpha / beta): -2.0 / -2.3 eV
* electronic energy: -2336.44517 a.u.
* net charge: 0

```
19
C9H4Cl4O2, DFT wB97M-V/def2-TZVPD
Cl -2.2447 3.0110 1.1989
Cl -4.0865 1.8197 -1.1470
Cl -3.0003 -3.1226 0.6158
Cl -4.5283 -1.1751 -1.4676
O -0.9962 -1.7908 2.2175
O -2.5054 0.5154 2.9242
C -2.5365 -1.4904 0.3610
C 0.7048 -0.9988 -0.1170
C -0.3394 -0.3766 0.4088
C -2.2002 0.3093 1.8119
C -1.3769 -1.0820 1.2455
C -3.2687 -0.5914 -0.3476
C -2.1256 1.2686 0.6435
C -0.5901 1.1335 0.3128
C -3.1559 0.7438 -0.2064
H -0.4102 1.4288 -0.7550
H 1.5772 -0.5723 -0.6640
H 0.8715 -2.0314 -0.0149
H 0.0607 1.7559 1.0167
```

***

# 8
ORCA calculation (wB97M-V/def2-TZVPD) on an isolated ion of composition C3H9ClN3 and charge +1 at a distorted geometry.

* SMILES: C/C(N)=[N+](\C)NCl
* HOMO-LUMO gap: 10.1 eV
* LUMO level: -4.3 eV
* electronic energy: -743.84891 a.u.
* net charge: +1

```
16
C3H9ClN3, DFT wB97M-V/def2-TZVPD
Cl -1.4464 2.1170 -1.6749
N -0.0798 0.6669 0.0308
N 0.0333 1.6825 -0.7451
N 0.8673 -0.5857 -1.6063
C -0.8025 0.8742 1.2954
C 0.3887 -1.7934 0.4201
C 0.3083 -0.5292 -0.3816
H 1.0869 0.2836 -2.1537
H -0.5003 -2.0636 0.8954
H -1.9364 0.7460 1.2002
H -0.5102 1.8209 1.7818
H -0.5408 0.1365 1.9299
H 1.1710 -1.5295 -1.9824
H 0.7384 -2.7327 -0.1680
H 1.1082 -1.5801 1.2301
H 0.1143 2.4866 -0.0717
```

***

# 9
ORCA calculation (wB97M-V/def2-TZVPD) on a 4-piece molecular cluster, C14H19O2S overall at a distorted geometry.

* HOMO-LUMO gap: 5.8 eV
* LUMO level: 2.9 eV
* electronic energy: -1093.31808 a.u.
* net charge: -1

```
36
C14H19O2S, DFT wB97M-V/def2-TZVPD
S 0.1948 2.1025 -1.9866
O -0.2448 3.6042 -1.9048
O 0.7651 -0.1392 -0.1913
C -1.4024 -4.3018 -0.9013
C -2.4875 -6.6511 0.2452
C -0.8879 1.5420 -3.2342
C 0.4311 4.7244 2.8842
C 2.8213 3.1563 2.6425
C 1.6045 2.8609 1.8462
C 0.4362 3.6437 1.9602
C -2.5868 -4.8464 -1.3454
C 2.8353 4.3604 3.5576
C 1.6388 4.9431 3.7799
C -3.1863 -6.1214 -0.8357
C -0.7517 -4.9579 0.3624
C -1.3683 -6.1026 0.8563
C 1.7775 2.1022 -2.9234
H 2.5111 2.6396 -2.5492
H -1.0727 -3.5053 -1.3067
H -3.1377 -4.3143 -2.1168
H -0.6982 5.2973 3.2690
H -1.8429 1.6502 -2.8269
H -0.3907 3.5403 1.2791
H -0.8805 0.4405 -3.4796
H 1.4116 5.7489 4.4671
H 3.6291 2.5484 2.2972
H 1.6401 2.2204 -3.9362
H -4.0947 -6.5418 -1.1093
H 3.7037 4.5972 3.9821
H 0.1338 -4.4054 0.7762
H -0.8895 -6.6390 1.6704
H -0.9246 2.3065 -3.9966
H 0.3113 -1.0341 -0.3731
H 1.6273 2.0310 1.2052
H 2.2506 1.0331 -2.8195
H -2.8761 -7.5327 0.7558
```

***

# 10
ORCA calculation (wB97M-V/def2-TZVPD) on C2H4LiOTl as an isolated structure at a distorted geometry.

* HOMO-LUMO gap: 4.3 eV
* LUMO level: -1.2 eV
* electronic energy: -333.73392 a.u.
* net charge: 0

```
9
C2H4LiOTl, DFT wB97M-V/def2-TZVPD
Tl 1.2190 1.7494 -2.6347
O 0.1847 0.5082 -1.0784
C 0.0070 -0.2050 1.1741
C -0.2752 0.6702 0.1755
Li -0.1213 -1.3124 -1.4908
H -0.9077 1.5425 0.2979
H -0.5757 -2.0137 0.1460
H -0.1982 0.1182 2.1864
H 0.6675 -1.0574 1.2240
```

***

# 11
ORCA calculation (wB97M-V/def2-TZVPD) on one molecule with the formula C23H24N4O4 at a distorted geometry.

* SMILES: Cc1ccc(NC(=O)CN2C(=O)N/C(=C/c3ccc(N4CCOCC4)cc3)C2=O)cc1
* HOMO-LUMO gap: 7.1 eV
* LUMO level: -0.4 eV
* electronic energy: -1410.89121 a.u.
* net charge: 0

```
55
C23H24N4O4, DFT wB97M-V/def2-TZVPD
O -3.3395 0.9572 -7.1373
O 0.4042 -1.2174 4.2138
O 2.3898 2.6434 2.7297
O -1.0984 1.4564 0.8430
N -4.3384 -0.0439 -4.6737
N -0.7627 -1.6790 2.2800
N 2.4607 0.7012 3.9355
N -0.1913 0.4005 2.6619
C -3.7035 -0.3863 -3.5052
C -3.6821 -1.7249 -3.0726
C 5.5420 -0.9838 4.9674
C 6.1478 1.0377 3.8562
C 3.8310 0.4697 4.1014
C -3.1532 -0.3904 -6.7735
C -4.2781 -0.8875 -5.8502
C -1.9081 -1.5938 0.1785
C 4.2069 -0.6962 4.7643
C 7.9845 -0.4194 4.7520
C -3.4037 1.7902 -6.0000
C -0.1250 -0.8810 3.1734
C -0.8796 0.4363 1.4561
C -3.1016 -2.0787 -1.8825
C -2.4994 -1.1292 -1.0382
C 4.8160 1.3400 3.6456
C -1.2513 -0.9611 1.1828
C -3.1156 0.5639 -2.6536
C 0.3108 1.5852 3.3197
C 6.5342 -0.1220 4.5170
C -2.5311 0.2063 -1.4630
C 1.8482 1.7102 3.2781
C -4.5365 1.3345 -5.0715
H -0.1135 2.4431 2.7919
H -0.0182 1.5829 4.3640
H -2.0019 -2.6672 0.3220
H 5.8169 -1.8933 5.4827
H -5.2360 -0.8193 -6.3767
H -4.0910 -1.9251 -5.5851
H -3.5814 2.8001 -6.3721
H 4.5345 2.2428 3.1301
H -4.6208 1.9810 -4.2008
H -3.0890 1.6050 -2.9328
H -2.4456 1.7619 -5.4587
H -2.0796 0.9686 -0.8516
H -3.1150 -3.1180 -1.5847
H 8.1324 -1.4686 4.9962
H -5.4801 1.3792 -5.6276
H -0.8557 -2.6740 2.3979
H 3.4432 -1.3756 5.1159
H -4.1531 -2.4932 -3.6661
H 1.8628 -0.0241 4.3311
H -2.1874 -0.5115 -6.2569
H -3.1385 -0.9575 -7.7055
H 8.5756 -0.1754 3.8715
H 8.3599 0.1799 5.5822
H 6.9049 1.7205 3.4980
```

***

# 12
ORCA calculation (wB97M-V/def2-TZVPD) on C31H30AsPPdS as an isolated structure at a distorted geometry.

* HOMO-LUMO gap (alpha / beta): 4.6 / 4.6 eV
* LUMO level (alpha / beta): -1.7 / -1.7 eV
* electronic energy: -4302.40845 a.u.
* net charge: 0

```
65
C31H30AsPPdS, DFT wB97M-V/def2-TZVPD
Pd -0.7912 0.1849 -0.4802
As -0.8170 2.6196 -0.6702
S -2.4000 -0.7892 -1.9434
P 1.7477 -0.0137 -0.1834
C 0.1270 -2.0816 -3.2985
C 0.7085 -1.1116 -2.5009
C 1.7502 -0.7159 1.4968
C -4.7228 -1.3616 -0.6558
C -0.3138 3.0396 1.1733
C -5.5155 1.2929 -0.5109
C 0.2108 -3.6411 -1.4720
C 5.2850 -1.0576 -2.0168
C -4.3038 0.9754 -1.0902
C 0.4634 -1.2344 3.5139
C -1.8893 -0.3833 2.2604
C -2.1020 4.1024 -0.9162
C 0.8030 -2.6865 -0.6642
C -6.3318 0.2918 -0.0047
C 0.4944 -0.7747 2.1673
C 4.3632 0.9080 -0.3034
C -1.9081 -0.7914 3.6052
C -0.1327 -3.3405 -2.7803
C 5.6735 0.9360 -0.7441
C 2.9033 -1.1062 2.1348
C 0.7257 3.4237 -1.5856
C 1.0462 -1.4058 -1.1686
C 1.6638 -1.6629 4.1197
C -5.9349 -1.0333 -0.0848
C 3.5064 -0.1190 -0.6964
C -0.7160 -0.3857 1.5429
C -0.7617 -1.2261 4.2086
C 2.8503 -1.6003 3.4435
C -3.8956 -0.3564 -1.1555
C 6.1384 -0.0472 -1.6048
C 3.9763 -1.0916 -1.5731
H -1.5984 5.0371 -0.6667
H 7.1617 -0.0283 -1.9513
H 3.9948 1.6750 0.3673
H -2.8394 -0.7705 4.1559
H 0.0021 -4.6223 -1.0679
H -7.2813 0.5441 0.4447
H -6.5832 -1.8117 0.2929
H -2.4611 4.1535 -1.9440
H 0.5420 3.4972 -2.6599
H 0.9157 4.4237 -1.1884
H 3.3202 -1.8856 -1.9003
H 3.7654 -1.9162 3.9206
H 6.3331 1.7318 -0.4303
H 5.6377 -1.8243 -2.6916
H 0.5589 2.4414 1.4406
H 1.6044 2.7957 -1.4265
H 1.0664 -2.9251 0.3601
H -1.1292 2.7598 1.8420
H -2.9495 3.9701 -0.2442
H -2.8282 -0.0697 1.8010
H -5.8430 2.3238 -0.4672
H -4.3982 -2.3911 -0.7312
H -0.6172 -4.0873 -3.3943
H -0.7792 -1.5683 5.2332
H 3.8551 -1.0473 1.6257
H -0.1573 -1.8459 -4.3143
H -0.0863 4.0996 1.3088
H -3.6572 1.7418 -1.5097
H 0.9225 -0.1175 -2.8980
H 1.6282 -2.0434 5.1318
```